Record 1
Computed, not measured: a molecular structure, C10H27KNO10P in a non-equilibrium geometry, with ωB97M-V/def2-TZVPD.

```
50
Properties=species:S:1:pos:R:3:mulliken_charge:R:1
K 2.87415 16.77627 16.53885 0.994
P 1.15708 17.76121 15.06509 0.949
O 2.15527 19.11703 17.18141 -0.801
O 0.20040 18.08830 16.17472 -0.883
O 3.27196 17.92478 13.15348 -0.692
O 3.27923 15.35237 14.64758 -0.699
O 6.00704 18.05803 15.42373 0.174
O 4.21518 19.51180 14.84422 -0.740
O 1.45795 16.22377 15.08183 -0.780
O 2.51483 18.48225 15.26333 -1.182
O 0.58717 18.23306 13.69062 -1.052
O 2.79465 15.35416 18.67721 -0.145
N 5.34291 15.68681 16.83744 0.179
C 6.20200 16.70672 17.49626 -0.518
C 6.62202 18.92953 14.43106 -1.188
C 3.51249 19.39107 17.22947 0.308
C 3.96398 15.53127 13.37231 -0.858
C 5.04105 14.48336 17.58699 -1.142
C 2.21927 15.80292 19.93119 -1.014
C 3.95185 20.25563 16.04633 -0.823
C 4.11104 14.64064 18.84978 -0.688
C 6.91043 17.30664 16.23892 -1.114
C 4.38307 17.06935 13.42121 1.821
H 4.78074 17.39740 14.38160 -1.376
H 4.22217 18.56579 17.28756 -0.744
H 1.15725 16.04824 19.93688 0.292
H 3.28567 21.06922 15.75931 0.308
H 3.58023 19.95459 18.16004 0.479
H 5.96272 14.02240 17.94215 0.492
H 4.59124 13.65235 17.04367 0.409
H 7.42105 19.59424 14.75942 0.357
H 4.70284 15.00509 19.68945 0.428
H 4.80222 14.83559 13.33379 0.284
H 5.27610 17.13904 12.80014 0.219
H 5.69414 15.37554 15.94310 0.005
H 2.15787 14.90654 20.54831 0.407
H 5.98268 19.64000 13.90707 0.358
H 1.95311 18.73473 16.32434 0.776
H 6.98545 16.46353 18.21402 0.419
H 2.73006 16.58032 20.49939 0.328
H 7.30525 16.42788 15.72902 0.372
H 7.11292 18.39255 13.61941 0.403
H 3.32670 15.18616 12.55813 0.345
H 7.63075 17.98157 16.70120 0.487
H 5.50988 17.39934 17.97514 0.153
H 4.09678 13.63479 19.26949 0.482
H 2.88857 18.17956 13.99592 0.749
H 2.47806 15.88085 14.66844 0.519
H 3.43730 18.98065 14.65879 0.501
H 4.87343 20.70302 16.41867 0.439
```

net charge	-2
max |F|	11.38	eV Å⁻¹
E_tot	-58377.2822	eV
Kohn-Sham gap	3.455	eV
lowest unoccupied orbital energy	3.8550	eV

---

Record 2
Computed, not measured: 4 unconnected molecules or ions with the total composition C10H27NO7 in a non-equilibrium geometry, with ωB97M-V/def2-TZVPD.

```
45
Properties=species:S:1:pos:R:3:mulliken_charge:R:1
O 1.96778 1.44111 -0.11791 -0.466
O 4.89328 2.22415 2.89898 -0.556
O -3.98043 -1.76151 -3.60264 -0.502
O 7.24800 3.62781 2.24468 -0.504
O -4.80623 -2.20949 2.49635 -0.524
O -3.78215 -1.17005 0.10003 -0.502
O -1.47265 -1.83164 -2.44935 -0.498
N -0.55779 -1.15786 0.41577 -0.419
C 6.08301 3.73273 1.44020 -0.351
C -2.89595 -1.12799 -4.25853 -0.437
C -4.52273 -3.05640 1.39413 -0.383
C 1.50589 1.72956 1.21089 -0.266
C -4.66167 -2.29821 0.09137 -0.329
C 5.25114 2.47241 1.53490 -0.173
C -1.88697 -0.69541 -3.21980 -0.369
C 1.44785 0.16379 -0.47884 -0.243
C 0.61757 -0.33743 0.70770 -0.355
C 0.16949 1.03843 1.24037 -0.709
H 6.97831 3.16585 3.05003 0.331
H -4.44140 -2.94313 -0.76590 0.164
H 1.52904 2.77513 1.46859 0.371
H -1.09003 -0.73621 -0.33649 0.043
H -2.87471 -1.49992 0.05652 0.386
H 4.35108 2.54312 0.91620 0.091
H 2.30006 -0.45103 -0.73664 0.309
H 0.75845 0.23999 -1.31729 0.119
H -3.27875 -0.26865 -4.80824 0.383
H -2.36344 -0.01444 -2.51484 0.217
H -5.21708 -3.89616 1.42913 0.351
H 4.25191 2.89389 3.16324 0.331
H -0.29489 0.94417 2.20694 0.375
H 5.49243 4.59503 1.77979 0.264
H 6.40068 3.91010 0.41292 0.305
H 2.16716 1.14635 1.84861 0.218
H -1.02230 -0.19811 -3.66992 0.390
H 1.15192 -0.81066 1.51888 0.409
H -3.49840 -3.44056 1.49426 0.256
H 5.83552 1.61257 1.21195 0.261
H -4.42228 -1.34902 2.27885 0.339
H -2.43971 -1.82789 -4.97249 0.261
H -5.67094 -1.90410 -0.01212 0.327
H -3.58169 -2.28801 -2.89697 0.302
H -0.47226 1.46366 0.48306 0.311
H -0.91319 -2.38328 -3.00907 0.275
H -0.25294 -2.06266 0.07271 0.198
```

max |F|	1.75	eV Å⁻¹
E_tot	-26628.2633	eV
Kohn-Sham gap	9.946	eV
lowest unoccupied orbital energy	0.2727	eV
structure (SMILES)	N[C@@H]1CCOC1.OCCO.OCCO.OCCO

---

Record 3
Computed, not measured: 7 unconnected molecules or ions with the total composition C10H28Cl6O4 in a non-equilibrium geometry, with ωB97M-V/def2-TZVPD.

```
48
Properties=species:S:1:pos:R:3:mulliken_charge:R:1
Cl -5.64772 -2.59270 -5.55804 -0.245
Cl -4.70550 -6.62683 -4.25946 -0.319
Cl -8.92401 -5.56497 -5.56843 -0.118
Cl -3.24003 -3.25143 -8.51430 -0.184
Cl -2.98168 -0.29271 -6.99123 -0.153
Cl -11.05204 -8.92873 -4.19989 -0.229
O -7.35341 -5.19652 -9.39921 -0.506
O -6.71211 -9.30356 -4.16522 -0.409
O -3.95828 -3.27475 -0.59716 -0.521
O -0.74532 -6.96463 -4.65124 -0.531
C -1.21502 -6.04903 -3.73767 -0.217
C -4.17714 -1.74103 -8.86846 -0.284
C -4.32643 -4.43209 -1.19163 -0.208
C -7.68680 -3.94180 -8.72985 -0.294
C -6.94902 -10.40040 -4.99842 -0.719
C -10.07885 -6.35812 -4.53904 -0.502
C -5.66535 -5.20516 -4.87119 -0.300
C -9.61770 -7.86753 -4.36267 -0.259
C -4.84209 -3.89586 -4.71870 0.061
C -3.40457 -0.48881 -8.68502 -0.336
H -4.05579 0.36724 -8.86164 0.255
H -7.45787 -4.01684 -7.66680 -0.052
H -8.99675 -8.23031 -5.18175 0.212
H -7.39687 -10.13992 -5.95743 0.295
H -10.00821 -5.70333 -3.67050 0.311
H -7.53628 -5.09617 -10.33627 0.281
H -4.65349 -1.98449 -9.81815 0.361
H -8.77637 -3.92452 -8.70463 0.318
H -0.42404 -6.60333 -5.48060 0.307
H -4.95584 -1.77538 -8.10652 0.014
H -7.40880 -2.98907 -9.18054 0.267
H -1.87799 -6.53983 -3.02516 0.118
H -7.71061 -11.02068 -4.52584 0.277
H -6.10517 -11.05815 -5.20665 0.305
H -3.61621 -4.94736 -1.83831 0.060
H -1.80936 -5.26117 -4.20039 -0.012
H -4.69377 -2.65782 -0.60513 0.327
H -5.16554 -4.25984 -1.86567 0.039
H -4.84686 -3.44519 -3.72624 -0.030
H -0.40723 -5.56238 -3.19109 0.349
H -6.10548 -8.61894 -4.45659 0.261
H -5.98401 -5.35196 -5.90318 0.350
H -2.55132 -0.46256 -9.36279 0.324
H -6.58951 -5.02819 -4.32100 0.298
H -9.12068 -7.99601 -3.40112 0.283
H -10.97779 -6.19163 -5.13257 0.321
H -3.84690 -4.00575 -5.14953 0.115
H -4.64658 -5.10696 -0.39781 0.320
```

max |F|	2.90	eV Å⁻¹
E_tot	-94146.0537	eV
Kohn-Sham gap	10.618	eV
lowest unoccupied orbital energy	0.3785	eV
structure (SMILES)	ClCCCl.ClCCCl.ClCCCl.CO.CO.CO.CO

---

Summary of ΔE to the lowest compared entry with this formula, charge and spin in kcal/mol
248.3; 5.2; 18.0
(order as listed above)